(1)
Formula: C3H7N4O2S
Source: OMol25
Level of theory: wB97M-V/def2-TZVPD

Computed properties:
F_max: 0.0656 hartree/bohr
LUMO energy: -5.39 eV
HOMO level: -12.563 eV
net charge: +1
HOMO-LUMO gap: 7.178 eV
electronic energy: -24100.6565 eV

Element x y z (Å)
C -0.770 -1.498 1.252
C -0.632 -0.657 0.190
C -0.419 -0.651 3.636
N -0.705 -1.454 2.629
N 0.003 0.477 3.852
N -0.168 0.026 -0.739
N 0.497 1.469 -3.654
O -0.792 0.748 -1.565
O 1.226 -0.025 -1.061
S -0.943 -2.195 4.588
H -1.083 -2.498 0.935
H -0.048 1.154 -2.706
H 1.746 -0.418 -0.345
H 0.137 0.832 4.786
H 1.269 0.828 -3.835
H 0.853 2.418 -3.541
H -0.173 1.443 -4.421

Löwdin population analysis, charges in e, atoms 1 to 2: -0.039 0.090


(2)
Formula: C6H11NO
Source: OMol25
Level of theory: wB97M-V/def2-TZVPD

Computed properties:
F_max: 0.2055 hartree/bohr
LUMO energy: 0.78 eV
HOMO level: -7.926 eV
net charge: 0
SMILES: C[C@@H]1C[C@H]2N[C@@H]2[C@H]1O
HOMO-LUMO gap: 8.702 eV
electronic energy: -9929.0087 eV

Element x y z (Å)
C -2.224 -0.387 -0.059
C -0.724 -0.220 0.431
C 0.246 1.072 1.010
C 1.171 1.324 0.059
N 2.516 0.817 -0.597
C 1.547 -0.123 -0.276
C 0.167 -0.636 -0.810
O 0.272 -2.000 -0.472
H -2.399 -1.446 -0.348
H -3.008 -0.207 0.739
H -2.812 0.599 -0.725
H -0.707 -1.006 1.235
H -0.432 2.112 0.829
H 0.338 0.938 2.159
H 0.715 1.827 -0.794
H 3.068 0.651 0.196
H 2.122 -0.747 0.569
H -0.375 -0.068 -1.724
H 0.519 -2.502 -1.420

Löwdin population analysis, charges in e, atoms 1 to 2: -0.114 -0.253


(3)
Formula: C19H9BCl5F2NO4PtS
Source: OMol25
Level of theory: wB97M-V/def2-TZVPD

Computed properties:
F_max: 0.0113 hartree/bohr
LUMO energy (alpha / beta): -0.10 / -3.57 eV
HOMO level (alpha / beta): -6.350 / -9.170 eV
net charge: 0
HOMO-LUMO gap (alpha / beta): 6.253 / 5.597 eV
electronic energy: -112334.5424 eV
2S+1: 5

Element x y z (Å)
Pt -0.217 0.074 0.030
O 2.288 0.335 3.513
C 1.745 0.234 2.289
O 0.478 0.137 2.183
C 2.576 0.233 1.162
C 3.991 0.317 1.139
C 4.642 0.239 -0.056
C 3.906 0.066 -1.258
C 2.543 0.011 -1.180
N 1.883 0.103 -0.017
C 1.646 -0.203 -2.374
O 2.043 -0.276 -3.510
O 0.375 -0.329 -2.039
H 1.559 0.342 4.148
H 4.522 0.433 2.071
H 5.720 0.298 -0.088
H 4.375 -0.024 -2.226
Cl -2.207 2.615 0.937
C -3.023 1.167 0.416
C -2.246 0.103 -0.044
C -2.963 -0.992 -0.538
Cl -2.090 -2.280 -1.275
C -4.353 -1.061 -0.496
Cl -5.182 -2.445 -1.086
C -5.078 0.008 0.030
Cl -6.788 -0.061 0.106
C -4.408 1.146 0.479
Cl -5.292 2.484 1.094
F -0.288 2.686 -1.248
B -0.122 2.124 -0.062
F 0.621 2.745 0.847
S 0.678 -2.787 0.953
C 0.316 -4.380 0.458
C 1.346 -5.232 0.010
C 1.060 -6.518 -0.397
C -0.248 -6.989 -0.342
C -1.277 -6.168 0.112
C -1.004 -4.873 0.499
H 2.358 -4.850 -0.016
H 1.853 -7.162 -0.752
H -0.468 -8.001 -0.654
H -2.291 -6.542 0.151
H -1.792 -4.216 0.838

Löwdin population analysis, charges in e, atoms 1 to 2: 1.382 0.124


(4)
Formula: C24H37BiO2Si
Source: OMol25
Level of theory: wB97M-V/def2-TZVPD

Computed properties:
F_max: 0.0526 hartree/bohr
LUMO energy: -0.85 eV
HOMO level: -7.059 eV
net charge: 0
HOMO-LUMO gap: 6.204 eV
electronic energy: -43294.3293 eV

Element x y z (Å)
O 1.688 -0.887 -1.811
C 2.130 -2.226 -2.198
C 3.471 -1.664 -2.708
H 1.438 -2.609 -2.955
H 2.234 -2.920 -1.349
C 2.930 -0.267 -2.236
H 3.564 -1.786 -3.794
H 4.359 -1.977 -2.134
C 2.656 0.775 -3.311
H 2.116 0.352 -4.178
H 3.643 1.150 -3.633
H 2.023 1.598 -2.903
C 3.719 0.372 -1.109
H 4.023 -0.371 -0.366
H 3.144 1.183 -0.640
H 4.612 0.849 -1.536
Bi -1.172 -0.051 0.475
C 1.928 0.390 3.274
C 0.571 0.047 3.284
C 0.355 -0.986 2.290
H -0.194 0.431 3.957
C 1.642 -1.235 1.673
C 2.574 -0.358 2.239
H 3.615 -0.242 1.934
H 2.425 1.084 3.959
H -0.479 -1.689 2.295
H 1.845 -2.015 0.944
C 0.454 2.813 1.967
C 1.763 3.025 1.520
C 1.776 2.881 0.097
H 2.638 3.232 2.139
C 0.486 2.502 -0.322
C -0.362 2.420 0.840
H -1.449 2.473 0.866
H 0.082 2.991 2.976
H 2.643 3.024 -0.543
H 0.163 2.363 -1.354
O -0.252 -1.954 -4.364
C 0.533 -2.298 -5.541
C -0.273 -3.231 -6.459
H 1.461 -2.781 -5.188
H 0.855 -1.388 -6.091
C -1.606 -3.519 -5.709
H 0.274 -4.155 -6.669
H -0.489 -2.712 -7.392
C -1.520 -2.665 -4.405
H -1.645 -4.585 -5.441
H -2.502 -3.265 -6.295
H -1.545 -3.312 -3.500
H -2.355 -1.939 -4.288
C -2.935 2.903 5.467
Si -3.880 1.486 4.690
C -3.920 0.091 5.940
C -5.624 2.028 4.287
C -3.033 0.889 3.153
C -2.615 0.361 2.102
H -3.424 3.182 6.412
H -2.912 3.793 4.824
H -1.894 2.633 5.692
H -4.515 0.324 6.833
H -4.354 -0.804 5.476
H -2.905 -0.164 6.276
H -5.617 2.874 3.588
H -6.151 1.203 3.791
H -6.215 2.333 5.161

Löwdin population analysis, charges in e, atoms 1 to 2: -0.135 -0.148


Calculated molar mass (Da), listed in the same order as above: 163.18, 113.16, 768.50, 594.62